Entry 1:
A cluster of 3 separate species, C27H41FN3O4 in total, computed with ωB97M-V/def2-TZVPD.

- electronic energy (Eh) = -1618.1503
- total charge = -1
- HOMO level (eV) = -4.00
- LUMO level (eV) = 2.182

Geometry (Å):
C  -2.0058  -1.5389  3.3665
C  -1.6290  0.0362  2.9772
N  -1.3179  0.1761  1.5176
C  -0.5452  1.4770  1.2012
C  -0.5915  1.8468  -0.4241
O  0.5284  1.2001  -1.1893
C  1.2270  2.3757  -1.8074
C  2.6552  1.9821  -2.5190
C  1.0327  0.9671  1.4327
O  1.3254  -0.3102  1.8178
O  2.2452  1.7686  1.1859
N  -1.0294  2.5313  2.1195
C  -2.3286  3.1702  1.8944
C  -3.5421  2.4418  1.1209
N  -4.5056  1.6425  2.0250
C  -5.7349  2.4532  2.3691
C  -5.5261  3.5363  3.5921
C  -5.0331  0.4132  1.2765
C  -6.2905  0.4771  0.1807
O  -4.5380  -0.8381  1.4837
C  0.0067  3.3376  2.8347
C  -0.5218  4.7844  3.4910
F  0.6216  2.6493  4.0326
H  -3.1248  -1.6360  3.7663
H  -1.3209  -1.9514  4.2456
H  -1.8372  -2.2412  2.4286
H  -0.6163  0.2570  3.5695
H  -2.4608  0.7323  3.4063
H  -2.1270  0.0492  0.8830
H  -1.5518  1.3879  -0.9656
H  -0.6551  3.0073  -0.6117
H  1.5011  3.1224  -0.9174
H  0.4864  2.9616  -2.5154
H  3.5244  2.3439  -1.7853
H  2.8492  2.5893  -3.5280
H  2.7933  0.8444  -2.7551
H  -2.1486  4.2058  1.3252
H  -2.8107  3.4134  2.9640
H  -4.2354  3.3100  0.6786
H  -3.3021  1.7480  0.2265
H  -6.5453  1.6706  2.7640
H  -6.2524  2.9711  1.4321
H  -6.5213  3.6352  4.2402
H  -5.2869  4.6308  3.1935
H  -4.6766  3.2427  4.3576
H  -7.3019  0.8545  0.6821
H  -6.0344  1.1106  -0.7748
H  -6.5348  -0.6320  -0.1870
H  0.8391  3.7209  2.0687
H  -0.8158  5.4462  2.5446
H  -1.4658  4.6543  4.1705
H  0.3760  5.3486  4.0131
C  1.9731  -2.8039  -3.1517
C  2.4673  -3.9252  -2.4858
C  2.5969  -3.9119  -1.0974
C  2.2226  -2.7796  -0.3732
C  1.7248  -1.6598  -1.0388
C  1.6040  -1.6698  -2.4281
H  1.8755  -2.8135  -4.2341
H  2.7526  -4.8099  -3.0496
H  2.9884  -4.7832  -0.5794
H  2.3189  -2.7709  0.7093
H  1.4316  -0.7781  -0.4741
H  1.2213  -0.7951  -2.9468
C  6.9798  -6.4012  -4.8766
C  6.5308  -6.4725  -3.5582
C  5.8533  -5.3929  -2.9921
C  5.6159  -4.2449  -3.7485
C  6.0616  -4.1752  -5.0681
C  6.7473  -5.2511  -5.6312
H  7.5107  -7.2414  -5.3164
H  6.7099  -7.3698  -2.9712
H  5.5096  -5.4461  -1.9627
H  5.0837  -3.4054  -3.3090
H  5.8751  -3.2810  -5.6579
H  7.0992  -5.1943  -6.6575

***

Entry 2:
A structure of composition C9H18MnOP, computed with ωB97M-V/def2-TZVPD.

- 2S+1 = 5
- electronic energy (Eh) = -1921.0432
- HOMO level (spin up / spin down) (eV) = -5.33 / -6.45
- LUMO level (spin up / spin down) (eV) = 0.472 / 0.387
- expectation value of S² = 6.17
- energy above the lowest of the compared OMol25 structures with the same formula, charge and spin (kcal/mol) = 41.8

Geometry (Å):
C  -0.1099  -1.3464  -2.8706
C  -0.8906  -0.3740  -3.5190
C  -0.6184  0.9847  -3.2732
C  0.4225  1.2751  -2.3254
C  1.2551  0.2210  -1.8132
Mn  -0.4325  -0.4122  -1.2228
P  0.2014  -2.7110  -0.4253
H  -0.1619  -2.4242  -3.0353
H  -1.7317  -0.6088  -4.2070
H  -1.2037  1.7765  -3.7827
H  2.1386  0.3356  -1.1713
H  0.5706  2.3463  -2.0981
H  1.5473  -2.7531  0.1211
H  0.1883  -3.8511  -1.2754
H  -0.5366  -3.3017  0.6699
C  -1.4727  1.9584  2.3024
C  -0.3685  1.7096  1.3138
O  -0.3573  0.3030  0.8845
C  0.0658  -0.5189  2.0443
C  1.5399  -0.3353  2.2560
H  -2.2908  1.2508  2.1852
H  -1.8427  2.9711  2.1602
H  -1.1130  1.8772  3.3279
H  -0.4456  2.3122  0.4071
H  0.5980  1.9217  1.7837
H  -0.5574  -0.2060  2.8881
H  -0.1751  -1.5499  1.7704
H  1.8080  0.7123  2.3661
H  1.8992  -0.8389  3.1498
H  2.0737  -0.7240  1.3889

***

Entry 3:
An isolated molecule of C4H7N, computed with ωB97M-V/def2-TZVPD.

- electronic energy (Eh) = -211.2454
- HOMO level (eV) = -9.02
- structure (SMILES) = C#C[C@H](C)N
- LUMO level (eV) = 0.936
- energy above the lowest of the compared OMol25 structures with the same formula, charge and spin (kcal/mol) = 72.3

Geometry (Å):
C  1.0115  1.3017  -0.0247
C  0.3956  -0.0685  0.1938
C  -1.0845  -0.0623  -0.0034
C  -2.2856  -0.0578  -0.1111
H  1.7029  1.4015  -0.9210
H  1.7397  1.4032  0.7826
H  0.1918  2.0997  -0.1881
H  0.0379  -0.1848  1.2111
H  2.1018  -0.8517  -0.1822
H  1.1176  -2.0177  0.4697
H  -3.3744  0.0106  0.0069
N  1.1801  -1.2199  -0.2151

***

Entry 4:
An isolated molecule of C20H22N4O4S, computed with ωB97M-V/def2-TZVPD.

- electronic energy (Eh) = -1693.3865
- HOMO level (eV) = -8.30
- structure (SMILES) = O=[N+]([O-])c1cc(S(=O)(=O)N2CCCC2)ccc1N/N=C1/CCCc2ccccc21
- LUMO level (eV) = -0.759
- energy above the lowest of the compared OMol25 structures with the same formula, charge and spin (kcal/mol) = 118.9

Geometry (Å):
O  -1.3477  -3.4537  -0.4147
N  -0.5933  -2.5711  -0.0569
O  0.6303  -2.6734  -0.1147
C  -1.1538  -1.3649  0.4333
C  -2.5428  -1.3317  0.6120
C  -3.1610  -0.1893  1.0415
C  -2.4130  0.9540  1.3294
C  -1.0527  0.9396  1.1828
C  -0.3751  -0.2157  0.7302
N  0.9678  -0.2003  0.6140
N  1.6553  0.9472  0.7868
C  2.9335  0.9807  0.7699
C  3.8763  -0.1331  0.6299
C  3.6326  -1.3876  1.1969
C  4.5255  -2.4270  1.0281
C  5.6808  -2.2289  0.2906
C  5.9552  -0.9786  -0.2328
C  5.0757  0.0817  -0.0638
C  5.4588  1.4384  -0.5904
H  5.8525  1.3394  -1.6047
C  4.3182  2.4510  -0.5659
C  3.5577  2.3419  0.7569
H  4.2524  2.4508  1.5924
H  2.7822  3.1027  0.8320
H  4.7141  3.4597  -0.6925
H  3.6267  2.2555  -1.3886
H  6.2782  1.8087  0.0362
H  6.8728  -0.8154  -0.7803
H  6.3754  -3.0415  0.1399
H  4.3175  -3.3887  1.4704
H  2.7656  -1.5393  1.8224
H  1.4315  -1.0578  0.2989
H  -0.4492  1.8034  1.4088
H  -2.9328  1.8271  1.6905
S  -4.9478  -0.1528  1.2514
O  -5.3760  -1.4588  1.6479
O  -5.2553  0.9732  2.0817
N  -5.6250  0.1512  -0.2392
C  -5.2449  1.3986  -0.8623
H  -4.9712  2.1122  -0.0879
C  -4.1017  1.0513  -1.8314
H  -4.1438  1.6708  -2.7251
C  -4.3111  -0.4396  -2.1521
H  -3.4110  -1.0145  -1.9398
H  -4.5666  -0.5917  -3.1991
C  -5.4756  -0.8805  -1.2426
H  -5.3153  -1.8341  -0.7442
H  -6.4089  -0.9375  -1.8105
H  -3.1355  1.2117  -1.3529
H  -6.1106  1.7843  -1.4089
H  -3.1151  -2.2274  0.4264

***

Entry 5:
A cluster of 6 separate species, H12O6 in total, computed with ωB97M-V/def2-TZVPD.

- electronic energy (Eh) = -458.6277
- HOMO level (eV) = -10.78
- structure (SMILES) = O.O.O.O.O.O
- LUMO level (eV) = -0.153
- energy above the lowest of the compared OMol25 structures with the same formula, charge and spin (kcal/mol) = 28.1

Geometry (Å):
O  -2.1436  0.5752  -1.5537
H  -2.1509  0.8425  -2.4799
H  -3.0738  0.4919  -1.3132
O  0.1199  -0.5155  0.0985
H  -0.5680  -0.1358  -0.4738
H  0.9195  -0.0045  -0.0983
O  1.9014  2.3268  -1.4416
H  1.3748  1.8423  -2.0878
H  1.2563  2.7271  -0.8452
O  -0.3085  0.5131  2.6794
H  -0.3149  -0.0028  1.8369
H  -1.2081  0.8336  2.7936
O  -1.3379  -3.3386  -1.7239
H  -0.6855  -3.9168  -2.1338
H  -0.8339  -2.5696  -1.4297
O  2.5722  -0.1824  2.8681
H  2.8566  0.7083  2.6397
H  1.6244  -0.1948  2.6645

***

Entry 6:
A cluster of 2 separate species, C43H44N3Si in total, computed with ωB97M-V/def2-TZVPD.

- electronic energy (Eh) = -2118.5431
- total charge = +1
- HOMO level (eV) = -9.57
- LUMO level (eV) = -4.297
- energy above the lowest of the compared OMol25 structures with the same formula, charge and spin (kcal/mol) = 0.0

Geometry (Å):
C  -1.0571  -3.7269  -2.0367
C  -0.3473  -4.9111  -2.0020
C  0.6558  -5.0805  -1.0689
C  0.9389  -4.0767  -0.1678
Si  2.2748  -4.2827  1.1033
C  3.0445  -5.9620  0.9419
C  4.3851  -6.0838  0.6501
C  4.9565  -7.3352  0.5346
C  4.1792  -8.4632  0.7118
C  2.8341  -8.3420  0.9981
C  2.2689  -7.0883  1.1111
C  3.5705  -2.9818  0.8317
C  3.8123  -2.5118  -0.4409
C  4.7943  -1.5647  -0.6541
C  5.5336  -1.0913  0.4119
C  5.2972  -1.5669  1.6863
C  4.3154  -2.5151  1.8930
C  1.5561  -4.0909  2.8474
C  0.4682  -5.1047  3.2068
C  -0.4695  -4.3393  4.1501
C  -0.3397  -2.8744  3.7115
N  0.9735  -2.7388  3.0416
C  0.2343  -2.8940  -0.2076
C  -0.7638  -2.7141  -1.1446
H  -1.8435  -3.5942  -2.7610
H  -0.5802  -5.7049  -2.6932
H  1.2216  -5.9951  -1.0301
H  4.9734  -5.1923  0.5152
H  6.0062  -7.4289  0.3095
H  4.6224  -9.4408  0.6227
H  2.2251  -9.2206  1.1369
H  1.2190  -6.9780  1.3202
H  3.2270  -2.8949  -1.2595
H  4.9818  -1.1977  -1.6499
H  6.3005  -0.3528  0.2479
H  5.8765  -1.2009  2.5185
H  4.1265  -2.9011  2.8798
H  2.4082  -4.2186  3.5260
H  -0.0606  -5.4207  2.3009
H  0.8858  -6.0095  3.6643
H  -1.5025  -4.7030  4.0994
H  -0.1351  -4.4588  5.1875
H  -1.1157  -2.6119  2.9844
H  -0.4332  -2.1748  4.5501
H  1.6138  -2.1577  3.5888
H  0.4670  -2.1258  0.5099
H  -1.3178  -1.7902  -1.1713
C  -0.9779  6.7479  -4.3414
C  -0.5804  5.8713  -3.2181
N  0.7207  5.4964  -2.9667
C  1.8939  5.9248  -3.7312
C  0.7565  4.6942  -1.8176
C  -0.5580  4.5793  -1.3317
C  -0.7943  3.9070  -0.1254
C  0.2531  3.3098  0.5292
C  1.5514  3.3911  0.0196
C  1.8162  4.0878  -1.1363
C  -1.4217  5.2960  -2.2438
C  -2.8193  5.5008  -2.1344
C  -3.7158  4.8615  -1.2199
C  -4.7289  5.5190  -0.4957
C  -5.0368  6.9649  -0.5476
N  -5.3161  4.6178  0.3650
C  -6.3394  4.9411  1.3510
C  -4.7344  3.3542  0.1933
C  -3.7664  3.4700  -0.8195
C  -3.0794  2.3316  -1.2606
C  -3.3313  1.1245  -0.6545
C  -4.2619  1.0217  0.3850
C  -4.9688  2.1216  0.8102
H  -2.0542  6.9159  -4.3645
H  -0.4924  7.7218  -4.2618
H  -0.6921  6.3037  -5.2959
H  2.8074  5.5171  -3.3049
H  1.8154  5.5860  -4.7622
H  1.9703  7.0103  -3.7258
H  -1.7878  3.8677  0.2781
H  0.0710  2.7772  1.4487
H  2.3556  2.9065  0.5484
H  2.8181  4.1702  -1.5161
H  -3.2338  6.3010  -2.7242
H  -4.4324  7.4735  -1.2997
H  -6.0854  7.1320  -0.7954
H  -4.8331  7.4402  0.4127
H  -6.6301  4.0541  1.9084
H  -5.9512  5.6793  2.0495
H  -7.2197  5.3485  0.8578
H  -2.3615  2.4199  -2.0570
H  -2.8040  0.2434  -0.9826
H  -4.4238  0.0665  0.8587
H  -5.6791  2.0445  1.6130

***

Entry 7:
A structure of composition C5H3F9O4STl, computed with ωB97M-V/def2-TZVPD.

- electronic energy (Eh) = -1962.9459
- total charge = -1
- HOMO level (eV) = -6.16
- LUMO level (eV) = 2.693

Geometry (Å):
Tl  -0.2636  1.4020  2.4971
C  -1.1927  2.1857  -1.4878
S  -1.5910  2.9588  0.0731
O  -2.4081  4.1148  -0.2299
O  -2.2735  1.9147  0.8564
O  -0.2889  3.2823  0.6839
H  -2.1157  1.8834  -1.9771
H  -0.5650  1.3212  -1.2713
H  -0.6581  2.9116  -2.0972
F  0.3085  -1.9916  2.5176
C  1.2592  -1.9121  1.5676
F  2.2964  -1.2732  2.1278
F  1.6639  -3.1679  1.3068
C  0.7273  -1.1185  0.3221
O  0.4967  0.1494  0.6275
C  1.8028  -1.2006  -0.8135
F  2.0004  -2.4428  -1.3076
F  1.4612  -0.4219  -1.8438
F  2.9933  -0.7689  -0.3683
C  -0.5933  -1.8024  -0.1757
F  -1.5797  -1.6162  0.7035
F  -0.9927  -1.2707  -1.3394
F  -0.4873  -3.1372  -0.3719

***

Entry 8:
A structure of composition C12H22N4O5PPd, computed with ωB97M-V/def2-TZVPD.

- electronic energy (Eh) = -1534.7139
- total charge = +1
- HOMO level (eV) = -12.02
- LUMO level (eV) = -3.075
- energy above the lowest of the compared OMol25 structures with the same formula, charge and spin (kcal/mol) = 0.0

Geometry (Å):
Pd  0.7305  0.2275  1.0164
O  -0.5450  -2.1080  2.0325
C  -0.5458  -1.5696  3.3505
C  0.7817  -0.9302  3.7218
N  1.0856  0.3447  3.0200
C  0.2038  1.4496  3.4691
C  -1.0898  1.5590  2.6366
O  -2.0641  2.0906  3.1000
O  -1.0248  1.0807  1.4075
C  2.5480  0.5960  3.0712
C  3.2731  -0.2451  1.9955
O  4.4139  -0.5849  2.1633
O  2.5664  -0.5118  0.9135
H  0.0304  -2.8809  2.0203
H  -1.3659  -0.8535  3.3892
H  -0.7609  -2.3476  4.0872
H  0.8080  -0.7343  4.7990
H  1.5905  -1.6272  3.4923
H  -0.0553  1.3492  4.5237
H  0.7371  2.3922  3.3428
H  2.7321  1.6477  2.8509
H  2.9599  0.3701  4.0552
C  -0.6748  1.2474  -3.9304
N  -1.7723  1.0048  -2.8792
C  -2.2926  -0.4339  -3.0595
N  -1.2290  -1.3707  -2.9895
C  -0.2130  -1.0739  -3.9983
N  0.3474  0.2674  -3.8338
C  1.1693  0.3944  -2.6219
P  0.1499  0.0804  -1.1241
C  -1.2488  1.2247  -1.4907
C  -0.6552  -1.4898  -1.6433
H  -0.2901  2.2521  -3.7610
H  -1.1705  1.1941  -4.8997
H  -2.5426  1.6531  -3.0501
H  -2.7675  -0.4584  -4.0403
H  -3.0319  -0.6019  -2.2779
H  -0.6676  -1.1440  -4.9874
H  0.5870  -1.8079  -3.9295
H  1.6130  1.3902  -2.5729
H  1.9921  -0.3205  -2.6596
H  -0.9233  2.2612  -1.3990
H  -2.0422  1.0606  -0.7608
H  -1.4278  -1.7489  -0.9167
H  0.0808  -2.2949  -1.6326